Record 1
This record from the OMol25 dataset describes a molecular structure, C28H22ClFeN5O2S3. The level of theory is ωB97M-V/def2-TZVPD.

Summary:
Relative energy (zero: lowest compared OMol25 entry of this formula, charge and spin): 0.0 kcal/mol
HOMO (alpha / beta): -0.0235 / -0.0356 Ha
Total charge: -2
Spin multiplicity: 5

Each line ends with the Löwdin charge.
Atoms and positions in Å:
Fe: -1.8846 0.0967 0.9841  0.490
C: 4.1205 -4.4743 0.6832  -0.088
C: 3.0293 -3.4747 0.4201  -0.319
C: 2.6782 -3.0771 -0.8676  -0.084
C: 1.6318 -2.2137 -1.1051  -0.031
C: 0.8349 -1.6422 -0.0708  -0.228
N: -0.2325 -0.8524 -0.2852  0.038
C: -0.3519 -0.2812 -1.5475  -0.261
C: 0.6448 0.5188 -2.1246  -0.038
C: 0.4642 1.1685 -3.3273  -0.058
C: -0.7417 1.0793 -4.0209  -0.293
C: -0.9857 1.8671 -5.2785  -0.074
C: -1.7398 0.2921 -3.4709  0.012
C: -1.5407 -0.3956 -2.2811  -0.121
N: -2.5766 -1.2459 -1.8289  -0.070
C: -3.3668 -2.0332 -2.5893  -0.084
C: -4.2775 -2.6268 -1.7516  -0.066
C: -3.9591 -2.1301 -0.4751  -0.143
N: -2.9295 -1.3051 -0.5353  0.028
C: 1.2321 -2.0458 1.2340  -0.122
C: 2.2671 -2.9411 1.4508  -0.015
N: 0.6022 -1.5172 2.3929  -0.088
C: 1.2320 -1.2027 3.5437  -0.095
C: 0.2663 -0.9317 4.4840  -0.073
C: -0.9418 -1.0901 3.7905  -0.190
N: -0.7364 -1.4448 2.5316  0.051
H: 4.8936 -4.4267 -0.0873  0.062
H: 3.7490 -5.5039 0.7045  0.066
H: 4.6057 -4.2878 1.6442  0.064
H: 3.2297 -3.4687 -1.7179  0.098
H: 1.3903 -1.9613 -2.1277  0.098
H: 1.5703 0.6422 -1.5762  0.123
H: 1.2624 1.7891 -3.7210  0.100
H: -0.0445 2.1590 -5.7472  0.063
H: -1.5469 2.7819 -5.0720  0.076
H: -1.5601 1.2920 -6.0075  0.066
H: -2.7074 0.2247 -3.9539  0.116
H: -3.2044 -2.1117 -3.6497  0.110
H: -5.0610 -3.3131 -2.0170  0.078
H: -4.4290 -2.2948 0.4788  0.068
H: 2.4718 -3.2378 2.4738  0.109
H: 2.3061 -1.1791 3.5892  0.113
H: 0.4100 -0.6075 5.4984  0.079
H: -1.9483 -0.8932 4.1196  0.037
S: -6.4707 0.8655 1.6640  0.238
C: -4.7949 0.6912 1.5849  -1.853
S: -3.9259 -0.4993 2.4990  0.379
S: -3.7901 1.6153 0.5294  0.411
Cl: 4.0058 6.3697 1.9942  0.587
C: 2.7755 5.1384 1.7538  -0.676
C: 2.4928 4.2616 2.7862  -0.117
C: 1.5222 3.2913 2.5870  -0.012
C: 0.8502 3.2019 1.3744  -0.109
C: 1.1565 4.0930 0.3532  -0.011
C: 2.1219 5.0716 0.5359  -0.117
C: -0.1806 2.1132 1.1467  -0.626
O: -0.7320 2.0460 0.0336  -0.058
O: -0.4449 1.3558 2.1202  -0.065
H: 3.0261 4.3408 3.7235  0.094
H: 1.2673 2.5813 3.3614  0.115
H: 0.6255 3.9912 -0.5836  0.117
H: 2.3695 5.7714 -0.2505  0.094

***

Record 2
This record from the OMol25 dataset describes a single C5H12N2 molecule. The level of theory is ωB97M-V/def2-TZVPD.

Summary:
Relative energy (zero: lowest compared OMol25 entry of this formula, charge and spin): 51.2 kcal/mol
HOMO: -0.3189 Ha
Total charge: 0
SMILES: CCCC/N=C\N

Each line ends with the Löwdin charge.
Atoms and positions in Å:
C: -1.5666 -1.4887 -2.1613  -0.106
C: -0.0703 -1.3288 -1.8334  -0.298
C: 0.3400 -0.1037 -1.0826  -0.246
C: -0.3238 0.0946 0.2140  -0.311
N: -0.1271 1.4013 0.8640  0.019
C: 0.4201 1.4669 1.9752  -0.306
N: 1.4653 0.5539 2.2766  0.036
H: -2.1484 -1.7421 -1.2896  0.058
H: -1.7802 -2.3444 -2.7933  0.064
H: -1.8674 -0.5135 -2.6181  0.087
H: 0.4552 -1.2481 -2.7600  0.096
H: 0.2090 -2.1315 -1.1719  0.100
H: 1.4801 0.0313 -1.0392  0.136
H: -0.3022 0.7986 -1.7104  0.175
H: -1.3925 0.0623 0.0479  0.107
H: -0.1362 -0.6747 0.9048  0.085
H: 0.2377 2.1523 2.8027  0.110
H: 1.5723 -0.3023 1.6528  0.099
H: 1.5086 0.3839 3.3176  0.093

***

Record 3
This record from the OMol25 dataset describes 2 unconnected molecules or ions with the total composition CH2N2OS. The level of theory is ωB97M-V/def2-TZVPD.

Summary:
Relative energy (zero: lowest compared OMol25 entry of this formula, charge and spin): 6.7 kcal/mol
HOMO (alpha / beta): -0.3075 / -0.3074 Ha
Total charge: 0
SMILES: N=C=O.N=S

Each line ends with the Löwdin charge.
Atoms and positions in Å:
N: 0.8568 -0.6968 -1.5868  0.177
C: 0.7396 0.4992 -1.6197  -0.476
O: 0.5495 1.6090 -1.7494  0.127
H: 0.8591 -1.1764 -0.7072  0.079
N: -2.1081 3.1455 -0.1392  -0.513
S: -1.3637 1.9895 0.5128  0.627
H: -1.8642 4.1054 -0.2607  -0.022